# 1
The following is a quantum chemistry calculation of a 3-piece molecular cluster, C28H59NO17P3S2 overall in a non-equilibrium geometry, from the Open Molecules 2025 dataset.

Geometry as XYZ:
```
110
Properties=species:S:1:pos:R:3
S -4.44754 -1.06267 3.85600
S -5.82810 -7.39760 1.47570
P -0.81973 4.09592 0.37392
P -3.42899 1.86034 -1.20161
P 0.07547 5.23160 2.00994
O -4.28710 -7.74334 1.20767
O 0.12516 1.81936 1.53070
O -6.64588 -8.16405 0.61612
O -2.15976 -3.27164 -0.47237
O -3.06007 -2.95480 -2.54574
O 0.47892 4.25047 3.19668
O 1.71000 -2.46247 1.80409
O -4.30368 -2.58962 4.27187
O -2.81843 3.22107 -1.84263
O -0.97879 6.16088 2.42869
O -6.03753 -7.36059 2.87607
O -3.41172 -0.76287 2.91600
O 0.27057 -1.13298 -4.10886
O -5.83224 -1.18382 3.07838
O -5.78674 -5.89069 0.92030
O -4.62727 -0.25541 4.99845
O 1.40163 5.97989 1.53199
N -1.98935 1.03891 -0.29823
C -5.52873 -3.30202 4.00099
C 0.48610 0.27595 -4.16470
C 4.67384 -1.60234 -0.10785
C -0.57615 1.41492 -0.67476
C 6.24820 1.10501 -1.09214
C -4.42702 -5.45842 0.80087
C -1.12934 1.49957 2.10061
C -1.63200 -1.22018 -1.52486
C 2.06416 3.65696 -1.04130
C 5.73208 -0.74547 0.58070
C 6.81131 2.53311 -1.16263
C 5.63643 0.74386 0.27240
C 0.08230 2.44541 0.26266
C 0.55910 -1.71649 1.49987
C -3.73644 0.86533 -2.71417
C -3.66569 -6.71192 0.43084
C -0.36731 1.64370 -2.17903
C 4.62199 3.85418 -1.08534
C -6.12285 -2.57148 2.81610
C -2.31820 1.38337 1.15190
C 5.89019 3.49907 -1.88611
C 3.38419 3.27471 -1.74619
C 2.89922 -1.70750 1.71185
C 3.23818 -1.28065 0.27661
C 0.82714 0.87346 -2.79125
C -2.28844 -2.57967 -1.47938
C 1.58288 2.53496 -0.11193
C -2.23171 -0.44359 -0.35272
H -3.89847 -0.17933 -2.48111
H -0.21722 4.34643 3.85958
H 2.83626 -0.81957 2.34728
H 1.29187 0.47797 -4.86875
H -1.39480 2.26386 2.82947
H 5.50314 1.01245 -1.88113
H 7.73540 2.48025 -1.73538
H 4.60659 1.09861 0.27957
H -4.68828 1.26091 -3.06526
H 4.78614 -1.47204 -1.18587
H 3.67865 -2.34289 2.11934
H 6.18641 1.27288 1.04513
H -3.30305 -0.62014 -0.28403
H 1.94213 1.55734 -0.42327
H 1.34813 3.96249 -1.79394
H 4.56019 4.93326 -0.97777
H 6.71171 -1.10087 0.27046
H -4.10030 -5.06698 1.76857
H -3.00561 0.63621 1.53813
H 3.02871 -0.21769 0.16423
H 1.02034 -1.50190 -3.63655
H -6.16786 -3.23542 4.88160
H -7.19463 -2.71421 2.72303
H 0.38860 -1.64794 0.42223
H -4.34701 -4.68089 0.04734
H -2.53456 -3.47918 -3.16253
H 0.03200 0.54557 -0.43341
H -1.80371 -0.84814 0.55740
H 2.58572 -1.82656 -0.40102
H 0.65934 -0.69206 1.87599
H 7.04519 0.39866 -1.30043
H -0.39624 0.74990 -4.58232
H 7.08723 2.91179 -0.18013
H 4.89406 -2.64703 0.10187
H 5.67581 -0.88124 1.66147
H -2.85938 2.32117 1.16530
H -1.67967 -0.74128 -2.49233
H -3.01230 1.01371 -3.51177
H 2.09611 5.87464 2.19791
H -1.02118 0.58353 2.67439
H 1.60931 1.60346 -2.97049
H 2.29958 4.51518 -0.42148
H 4.73820 3.42337 -0.09068
H -0.30696 -2.15810 1.97797
H 5.59045 3.00791 -2.81126
H -2.97369 3.25555 -2.79568
H -0.58088 -1.40560 -1.32671
H 1.18353 0.09565 -2.12368
H -2.60948 -6.64850 0.67573
H 2.05749 2.70622 0.85121
H 3.34268 3.60206 -2.78354
H -5.63298 -2.85642 1.88225
H -1.23815 1.31848 -2.73601
H -3.78224 -6.95362 -0.62739
H 3.52182 2.19377 -1.76315
H -0.45692 4.87340 -0.73556
H -5.31237 -4.34493 3.78684
H -0.28529 2.70668 -2.37527
H 6.44812 4.38937 -2.16060
```

Results
F_max in eV/A: 2.495
HOMO-LUMO gap in eV: 9.5543
HOMO in Ha: -0.4375
Net charge: +1

Atom charges from the Löwdin analysis, given in e for atoms 1 to 4: 0.604, 0.600, 1.005, 1.032

=====

# 2
The following is a quantum chemistry calculation of a 9-piece molecular cluster, C28H60NO12 overall in a non-equilibrium geometry, from the Open Molecules 2025 dataset.

Geometry as XYZ:
```
101
Properties=species:S:1:pos:R:3
O 7.30500 20.27800 31.25300
O 3.68900 22.78200 34.48200
O 6.47100 24.39400 33.28000
O 6.64700 20.99500 33.44100
O 9.53000 20.25000 37.41100
O 9.92600 25.81600 34.26500
O 7.65700 21.14100 41.43500
O 1.42300 23.00800 34.88100
O 5.56800 25.31400 37.59700
O 7.46600 20.40300 36.65100
O 3.71700 18.23100 34.37800
O 9.18100 24.03400 35.36500
N 6.39100 22.99100 35.76200
C 4.38800 19.36500 36.43900
C 8.42600 22.06100 40.88300
C 9.08100 26.70600 35.15200
C 4.77600 27.11300 39.09700
C 1.36000 21.67700 35.13000
C 4.10800 18.10300 35.59300
C 6.43400 20.49500 32.27800
C 5.25000 24.28500 31.14100
C 4.48800 16.78300 36.17700
C 10.43000 23.84400 33.24700
C 7.73600 23.23900 40.12400
C 7.17700 26.98500 38.26200
C 8.61400 20.62300 31.34700
C 10.16600 20.93300 36.34400
C -0.16800 21.37200 35.29300
C 5.76500 26.42900 38.24600
C 2.65100 23.38200 34.47300
C 9.30800 28.10700 34.56600
C 7.66500 19.46900 38.70200
C 7.30200 25.89300 31.48900
C 2.66300 24.80500 33.98700
C 5.03900 20.17100 31.91800
C 6.31500 24.82400 32.07400
C 11.57800 21.30200 36.73400
C 9.90100 21.98700 40.72700
C 8.99700 21.69500 30.22000
C 8.25000 19.97200 37.47400
C 9.78200 24.56700 34.49300
H 5.12400 27.11500 40.20900
H 3.51100 16.34700 36.92500
H 10.45100 21.77000 39.94000
H 11.99200 20.43000 37.15500
H -0.27300 20.26100 35.28400
H 4.87400 23.45300 31.57900
H 6.82700 20.11200 38.98500
H 8.29700 23.10100 39.13900
H 2.23200 24.78800 32.89700
H 4.90500 19.17100 37.23800
H 3.54000 19.84400 36.76500
H 4.65100 16.11700 35.28100
H 7.86600 26.34400 37.59600
H 10.13400 21.85500 30.33200
H 5.79100 23.74300 35.41200
H 8.28500 25.74300 31.80500
H 8.86000 21.30100 29.38900
H 10.49000 22.90100 33.69500
H 10.24400 22.57800 41.34600
H 8.04000 24.20500 40.47400
H 5.78500 24.07500 30.15000
H 6.86100 26.95500 31.82300
H 9.62900 21.90100 36.08900
H 4.89100 19.13500 32.17600
H 1.87300 20.79800 34.55300
H 5.82500 22.26000 35.81700
H 5.31900 16.87000 36.73000
H 8.96500 20.83400 32.42000
H 6.98200 27.78000 37.81600
H 10.12700 20.38700 35.22200
H 8.46900 22.64000 30.20100
H 6.62400 23.13800 36.79400
H 1.59800 21.42300 36.16100
H 4.97700 20.17100 36.02200
H 7.34100 18.55600 38.79500
H 7.11400 25.73300 30.38300
H 6.53400 23.33800 40.04900
H 7.26400 22.94700 35.17100
H 3.60700 25.28200 34.17700
H 4.31600 24.77900 31.06300
H 9.61300 23.48800 32.50300
H 1.88700 25.12500 34.59600
H 11.59300 22.22500 37.35400
H 4.26000 20.61300 32.46200
H 9.19600 19.73900 30.92600
H 8.37400 19.57200 39.47200
H -0.65400 22.04400 36.16600
H 3.96300 26.47100 39.08600
H 4.56900 28.07600 39.04500
H 7.54800 27.09900 39.25200
H -0.70800 21.73100 34.30700
H 4.55400 20.50500 30.96900
H 11.35700 24.01500 33.00000
H 9.95100 20.94300 41.05700
H 8.40000 28.76800 34.84200
H 12.28800 21.56900 35.97000
H 8.09900 26.51300 35.04600
H 9.22700 28.12300 33.48700
H 10.30000 28.59200 34.64100
H 9.35500 26.69600 36.31200
```

Results
F_max in eV/A: 9.574
HOMO-LUMO gap in eV: 9.6381
HOMO in Ha: -0.4235
Net charge: +1
Relative energy (zero: lowest compared OMol25 entry of this formula, charge and spin) in kcal/mol: 30.0

Atom charges from the Löwdin analysis, given in e for atoms 1 to 4: -0.005, 0.095, -0.020, 0.023

=====

# 3
The following is a quantum chemistry calculation of a 5-piece molecular cluster, C28H61BF4N3O3 overall in a non-equilibrium geometry, from the Open Molecules 2025 dataset.

Geometry as XYZ:
```
100
Properties=species:S:1:pos:R:3
F -10.87891 7.06162 23.82900
F -11.51047 7.26740 25.99769
F -13.08913 6.91257 24.32412
F -11.62615 5.24705 24.88539
O -11.24058 5.74265 28.80068
O -11.59791 5.21637 30.97779
O -12.21684 3.88586 29.29553
N -5.23520 5.79973 24.00509
N -11.62058 10.88670 23.14607
N -12.51665 -0.17051 23.86337
C -2.64963 3.40379 22.27757
C -5.00094 5.29690 25.41088
C -4.60984 7.18682 23.76703
C -9.08851 -1.30183 22.56749
C -12.18686 10.54881 25.72872
C -4.60815 4.82175 22.94066
C -12.40271 1.87631 22.29205
C -13.32494 -1.50622 24.13353
C -11.60799 10.28837 20.21693
C -12.87186 10.22918 22.41806
C -11.37354 10.14856 24.48992
C -3.11845 4.57565 23.13372
C -7.43984 6.87472 24.50165
C -11.91513 12.35865 23.42462
C -6.80084 8.30803 24.17476
C -6.77107 5.73014 23.74932
C -10.43045 11.10041 20.84539
C -12.88051 0.42943 22.42884
C -12.90282 10.62637 20.91740
C -10.48233 -1.56295 23.12215
C -13.02102 0.82092 24.98015
C -5.37161 8.29372 24.56830
C -13.65255 9.99994 25.77571
C -12.89983 2.84291 23.37422
C -10.34754 10.66047 22.33135
C -11.72903 4.92483 29.77739
C -11.01887 -0.39076 23.91778
C -12.56609 2.24397 24.74014
B -11.79136 6.65116 24.78046
H -4.71770 7.51923 22.73487
H -10.60140 12.17082 20.72998
H -2.79273 3.63499 21.22041
H -9.12322 -0.59916 21.73198
H -14.12460 10.31603 26.70749
H -12.96233 9.15978 22.60518
H -10.52298 0.52732 23.59896
H -12.76076 2.27468 21.33935
H -8.44352 6.88623 24.06867
H -9.65496 11.32906 22.84548
H -13.95918 3.09924 23.35186
H -11.51726 2.25660 25.04505
H -12.80320 12.37263 24.05462
H -10.29616 10.20011 24.64496
H -9.99001 9.63619 22.42231
H -13.02787 11.71069 20.93961
H -13.95420 0.26738 22.32100
H -12.79817 -2.09191 24.88587
H -10.35715 -2.44198 23.75783
H -11.87969 5.37367 28.17337
H -11.66890 9.96436 26.49040
H -5.21828 3.91963 22.93050
H -12.17727 12.87674 22.50478
H -1.57780 3.21934 22.34736
H -13.03565 2.80534 25.55050
H -7.63435 6.71869 25.56190
H -6.86085 5.74663 22.66467
H -3.91393 5.30110 25.49026
H -11.42838 9.21783 20.34248
H -4.70197 5.29500 21.96301
H -13.78309 10.18425 20.45279
H -6.94699 8.45196 23.10367
H -12.52995 -0.21936 21.62548
H -2.45290 5.40254 22.88188
H -13.63947 10.75046 22.98767
H -8.32043 -0.91778 23.24196
H -10.71520 -0.36884 24.96576
H -13.53159 -2.11105 23.25292
H -3.54876 7.15960 24.00641
H -11.11890 12.81876 24.00636
H -14.35314 10.29571 24.99196
H -9.49725 10.86546 20.33478
H -13.79519 8.91972 25.82271
H -7.35456 9.02664 24.77755
H -2.79596 4.32545 24.14580
H -11.58185 9.13112 24.16338
H -14.11181 0.85226 24.93646
H -12.18766 11.61594 25.94144
H -8.53814 -2.15686 22.17180
H -5.17509 8.33531 25.64168
H -12.37802 3.79367 23.27066
H -5.40936 6.02281 26.10851
H -11.33245 1.84495 22.08234
H -7.15763 4.81764 24.20103
H -5.27608 4.24953 25.51295
H -3.15113 2.47284 22.54175
H -11.13335 -1.92413 22.32564
H -5.05395 9.32516 24.38739
H -12.84357 0.46673 25.99521
H -11.60864 10.42158 19.13505
H -14.27934 -1.28141 24.60694
```

Results
F_max in eV/A: 3.423
HOMO-LUMO gap in eV: 4.2015
HOMO in Ha: -0.2410
Net charge: +1
Relative energy (zero: lowest compared OMol25 entry of this formula, charge and spin) in kcal/mol: 39.4

Atom charges from the Löwdin analysis, given in e for atoms 1 to 4: 0.099, 0.134, 0.104, 0.086

=====

# 4
The following is a quantum chemistry calculation of a 5-piece molecular cluster, C28H61BFN2O15 overall in a non-equilibrium geometry, from the Open Molecules 2025 dataset.

Geometry as XYZ:
```
108
Properties=species:S:1:pos:R:3
F 9.88919 -6.62883 2.12906
O 9.77812 -2.31520 4.34645
O 10.22546 -0.24986 0.66677
O -5.14384 1.59974 -4.26610
O 4.48247 -0.15184 0.62598
O 7.46878 -0.80603 -0.68614
O 0.06305 -0.07731 0.62822
O -6.57038 0.07336 0.25409
O 13.86297 -1.65087 2.42452
O 6.39219 -1.13546 1.24234
O -7.46877 3.26621 -3.58226
O -11.43047 3.90194 -4.49545
O 0.49703 -2.57066 -0.86606
O 9.32008 -0.08064 2.74134
O -13.03970 5.46086 -2.58375
O -5.38643 -0.98537 2.72739
N 7.38515 -1.97437 3.73942
N 10.51513 -3.13246 1.76537
C 5.62226 -0.01476 0.93675
C 12.44047 -1.77048 2.60918
C -12.04883 4.58724 -5.56556
C -6.68359 -1.20036 3.24513
C -4.40389 2.76381 -4.57831
C -7.81599 3.31417 -4.95393
C -11.79779 4.84288 -2.28639
C 11.82042 -2.56211 1.45874
C -10.89706 4.75933 -3.49663
C -6.68467 1.34221 0.87040
C -0.56393 -2.21534 -1.72385
C 6.33757 1.28913 1.14255
C 7.38538 -1.41042 0.34557
C 1.47049 -1.54209 -0.70665
C 7.03682 -3.00247 4.71086
C -5.26562 -0.47923 0.35833
C 9.35570 -2.17932 1.85128
C -5.18468 -1.53520 1.43567
C -0.93891 -0.72778 1.37633
C 10.28614 -4.44337 1.20927
C 9.71467 -0.67883 1.69228
C -14.10408 4.54702 -2.75602
C 1.29828 -0.79049 0.59004
C 9.39458 -5.30944 2.10140
C 8.29542 -2.52301 0.77278
C -5.76561 1.63938 -2.99218
C -7.23969 1.95112 -3.09695
C 6.98135 -0.66929 4.24425
B 8.83445 -2.06165 3.36075
H 7.43287 -2.80482 5.72480
H 12.29159 -2.31149 3.54292
H 7.40627 -3.97927 4.38826
H -1.00209 -1.25113 -1.44919
H -7.68684 1.88522 -2.10041
H -1.32508 -2.99077 -1.63770
H -5.02480 -0.94022 -0.60502
H -14.39349 4.09412 -1.80101
H 5.94495 -3.06924 4.79865
H -7.11199 2.75347 -5.57371
H 6.74117 1.59942 0.17734
H -1.87824 -0.20886 1.18036
H -4.18650 -1.98315 1.42151
H -4.99331 3.67072 -4.41916
H -11.95929 3.83967 -1.87825
H -14.95079 5.10870 -3.14735
H 8.36453 -5.39260 1.74621
H -7.74277 1.59830 0.90775
H -1.04528 -1.77724 1.08544
H -7.73227 1.21498 -3.73986
H -8.82864 2.92563 -5.11070
H -6.28378 1.33560 1.88670
H 7.17925 1.17958 1.82835
H -6.15955 2.10592 0.28479
H 12.00840 -0.76934 2.68451
H -7.45750 -0.90622 2.53107
H 11.79819 -1.93146 0.55925
H 2.45760 -2.00907 -0.71145
H 11.24547 -4.96749 1.16752
H 5.62552 2.02710 1.51436
H 5.92869 -0.71124 4.55226
H -0.72871 -0.67304 2.45085
H 9.52446 -1.90198 5.17950
H 7.69466 -3.37881 1.09359
H 9.41912 -4.92720 3.12522
H 12.51659 -3.38579 1.25824
H 1.42027 -0.84397 -1.54850
H -11.30337 5.44615 -1.51924
H 8.79722 -2.77189 -0.16472
H 9.89880 -4.45154 0.17666
H 7.09871 0.09544 3.47674
H -6.83067 -2.25203 3.51564
H -12.56924 3.84380 -6.16738
H -10.72711 5.76116 -3.90478
H -11.30484 5.09040 -6.19375
H 1.35648 -1.48681 1.43272
H 13.99819 -1.09840 1.64681
H -4.52949 0.30826 0.54799
H -5.65026 0.65101 -2.53740
H -5.91542 -2.32681 1.23998
H -13.84402 3.75267 -3.46045
H -9.92952 4.34693 -3.19315
H -4.12726 2.69695 -5.62917
H 2.11045 -0.07162 0.68835
H 7.57320 -0.34421 5.12014
H -5.26897 2.36943 -2.34408
H -12.76921 5.32767 -5.20794
H -0.23193 -2.16610 -2.76783
H -3.48999 2.82262 -3.97733
H -6.77623 -0.59219 4.14344
H -7.79388 4.36121 -5.25465
```

Results
F_max in eV/A: 1.008
HOMO-LUMO gap in eV: 6.4320
HOMO in Ha: -0.1760
Net charge: -1

Atom charges from the Löwdin analysis, given in e for atoms 1 to 4: -0.087, 0.136, 0.042, -0.186